# 1
Density functional theory data (ωB97M-V/def2-TZVPD) for 11 unconnected molecules or ions with the total composition C25H71O11.

Geometry (Å):
C  -1.300  -0.888  -0.479
C  0.033  -0.452  0.100
C  -0.023  1.051  0.440
O  0.503  -1.163  1.221
H  -1.322  -1.894  -0.898
H  -1.671  -0.308  -1.324
H  -2.033  -0.868  0.327
H  0.744  -0.491  -0.725
H  -0.104  1.670  -0.453
H  0.781  1.446  1.060
H  -0.951  1.179  0.998
C  1.044  -0.033  -3.804
C  -0.171  -0.926  -3.895
C  -1.392  -0.292  -4.598
O  0.230  -2.006  -4.717
H  1.441  0.111  -4.809
H  1.898  -0.456  -3.274
H  0.664  0.883  -3.353
H  -0.466  -1.303  -2.915
H  -1.681  0.504  -3.912
H  -2.217  -0.983  -4.769
H  -1.088  0.186  -5.530
H  1.074  -2.257  -4.333
C  -0.730  5.352  0.572
C  -2.196  4.916  0.505
C  -2.672  4.439  1.895
O  -3.044  6.006  0.150
H  -0.412  5.693  -0.413
H  -0.090  4.519  0.863
H  -0.602  6.208  1.235
H  -2.351  4.135  -0.239
H  -3.707  4.103  1.821
H  -2.676  5.194  2.681
H  -2.103  3.609  2.314
H  -2.394  6.651  -0.135
C  -2.421  0.511  3.831
C  -1.070  1.202  3.974
C  -0.796  1.648  5.384
O  -0.121  0.175  3.672
H  -2.680  0.380  2.780
H  -3.229  1.154  4.180
H  -2.429  -0.394  4.439
H  -0.975  2.016  3.254
H  -0.636  0.876  6.136
H  -1.541  2.304  5.834
H  0.097  2.270  5.314
H  -0.191  -0.063  2.744
C  1.390  -3.692  -1.757
C  0.247  -4.456  -1.067
C  0.418  -6.015  -1.106
O  0.272  -4.077  0.300
H  1.271  -3.859  -2.828
H  2.404  -3.897  -1.415
H  1.359  -2.613  -1.606
H  -0.715  -4.146  -1.477
H  -0.554  -6.493  -0.985
H  1.060  -6.432  -0.331
H  0.815  -6.386  -2.051
H  0.134  -3.134  0.414
C  3.138  2.605  -2.742
C  2.169  3.635  -3.232
C  1.500  4.356  -2.049
O  2.906  4.604  -3.946
H  3.995  3.050  -2.235
H  3.530  2.063  -3.602
H  2.738  1.824  -2.095
H  1.437  3.180  -3.900
H  1.076  3.614  -1.373
H  0.640  4.917  -2.416
H  2.119  5.024  -1.451
H  2.285  5.281  -4.227
C  4.327  -0.388  -0.382
C  4.485  -1.658  0.501
C  5.829  -1.709  1.225
O  3.411  -1.604  1.509
H  4.558  0.570  0.085
H  3.326  -0.275  -0.799
H  4.987  -0.381  -1.250
H  4.352  -2.593  -0.043
H  6.669  -1.969  0.581
H  5.781  -2.488  1.986
H  6.011  -0.800  1.799
H  2.572  -1.375  1.104
C  -4.127  -3.441  0.009
O  -5.476  -3.220  -0.330
H  -3.456  -3.706  -0.808
H  -3.587  -2.661  0.545
H  -4.085  -4.313  0.661
H  -5.870  -4.093  -0.398
C  -1.850  -3.356  3.072
O  -0.944  -3.526  4.132
H  -1.622  -2.495  2.444
H  -1.797  -4.223  2.414
H  -2.874  -3.301  3.442
H  -1.268  -4.233  4.694
C  -5.234  -0.520  -2.230
O  -5.874  -0.634  -1.004
H  -4.166  -0.512  -2.013
H  -5.483  -1.306  -2.944
H  -5.568  0.405  -2.701
H  -5.731  -1.511  -0.640
C  3.443  1.339  3.024
O  3.695  0.210  3.884
H  2.432  1.571  2.688
H  3.757  2.205  3.606
H  4.074  1.231  2.142
H  4.644  0.191  4.025

spin multiplicity: 2
orbital gap (spin up / spin down): 0.367 / 0.252 Eh
HOMO (spin up / spin down): -9.66 / -9.66 eV
LUMO level (spin up / spin down): 0.32 / -2.80 eV
<S²>: 0.754

---

# 2
Density functional theory data (ωB97M-V/def2-TZVPD) for a gas-phase ion, C2H5NO2PS (charge -1).

Geometry (Å):
C  -0.403  0.097  0.837
C  0.213  -0.163  -0.662
N  -1.294  1.311  0.683
O  -2.576  0.664  0.529
O  0.820  0.996  -1.150
P  -4.187  0.809  -0.029
S  -4.544  -0.988  -0.577
H  -1.098  -0.691  1.096
H  0.383  0.277  1.504
H  -0.776  -0.494  -1.257
H  0.883  -1.044  -0.786
H  0.379  1.766  -0.769

orbital gap (spin up / spin down): 0.208 / 0.279 Eh
SMILES: OCC[N-]OP=S
net charge: -1
HOMO (spin up / spin down): -2.02 / -3.81 eV
LUMO level (spin up / spin down): 3.64 / 3.77 eV

---

Sequential largest force on an atom output: 0.0421, 0.0769 hartree/bohr